The following is a quantum chemistry calculation of a molecular structure, C35H37As2N4OS2Te2V, from the Open Molecules 2025 dataset.

Geometry as ORCA input:
```
! RIJCOSX wB97M-V def2-TZVPD def2/J DEFGRID3
* xyz -1 4
V -0.21 -0.02 -2.05
C 1.54 -1.02 1.11
C 0.04 -1.14 1.35
As -0.73 0.42 2.28
C -2.61 -0.09 2.17
C -3.14 -0.92 1.19
C -4.50 -1.19 1.15
C -5.35 -0.63 2.09
C -4.83 0.21 3.06
C -3.48 0.48 3.10
C -0.40 -0.31 4.08
C 0.57 0.31 4.87
C 0.89 -0.20 6.13
C 0.23 -1.31 6.61
C -0.75 -1.93 5.84
C -1.06 -1.43 4.59
As 1.90 0.31 -0.30
C 2.21 1.95 0.68
C 1.77 3.14 0.12
C 1.95 4.34 0.80
C 2.58 4.35 2.03
C 3.05 3.17 2.58
C 2.86 1.97 1.91
C 3.69 -0.15 -0.89
C 4.77 0.69 -0.71
C 6.02 0.34 -1.21
C 6.19 -0.86 -1.89
C 5.10 -1.71 -2.07
C 3.85 -1.35 -1.58
H 1.96 -1.96 0.73
H 2.09 -0.79 2.03
H -0.19 -2.04 1.93
H -0.50 -1.23 0.40
H -2.51 -1.35 0.41
H -4.89 -1.81 0.35
H -6.41 -0.83 2.05
H -5.49 0.66 3.79
H -3.09 1.15 3.85
H 1.08 1.19 4.50
H 1.65 0.29 6.73
H 0.47 -1.70 7.60
H -1.27 -2.80 6.22
H -1.83 -1.91 3.99
H 1.27 3.13 -0.84
H 1.59 5.26 0.36
H 2.72 5.29 2.56
H 3.55 3.18 3.54
H 3.23 1.05 2.35
H 4.65 1.64 -0.20
H 6.86 1.01 -1.08
H 7.16 -1.13 -2.28
H 5.22 -2.64 -2.61
H 3.00 -2.00 -1.76
N 0.02 -0.91 -5.38
C 0.75 -0.21 -4.46
O 1.18 -0.83 -3.42
C 0.99 1.17 -4.64
C 1.90 1.85 -3.80
N 2.64 2.38 -3.10
C 0.33 1.87 -5.68
N -0.25 2.42 -6.51
H -0.58 -0.35 -5.98
H -0.48 -1.68 -4.95
S -1.26 1.84 -0.98
C -2.81 1.71 -1.90
N -2.94 2.77 -2.86
C -4.32 2.83 -3.31
C -5.13 2.97 -2.03
S -4.27 1.92 -0.82
H -2.28 2.64 -3.62
H -4.61 1.92 -3.85
H -4.46 3.69 -3.98
H -6.16 2.62 -2.17
H -5.14 4.00 -1.68
Te -2.81 -0.32 -2.87
C -0.34 -4.86 0.06
Te 0.42 -3.58 -1.48
C -0.29 -4.79 -3.09
H 0.14 -5.84 0.02
H -1.42 -4.96 -0.02
H -0.09 -4.39 1.01
H -1.38 -4.87 -3.06
H 0.16 -5.78 -3.06
H 0.00 -4.29 -4.01
*
```

Properties
HOMO energy (alpha / beta) in Eh: -0.1447 / -0.1565
E_LUMO (alpha / beta) in eV: 1.85 / 1.84



The following is a quantum chemistry calculation of 2 unconnected molecules or ions with the total composition C5H11O3 at a distorted geometry, from the Open Molecules 2025 dataset.

Geometry as ORCA input:
```
! RIJCOSX wB97M-V def2-TZVPD def2/J DEFGRID3
* xyz -1 1
C 0.08 -1.48 -0.89
O -1.12 -1.00 -1.52
C 0.07 -1.37 0.66
C 0.18 0.00 1.31
C -1.03 0.89 0.94
C -0.96 1.88 -0.02
O -1.88 2.63 -0.46
H 0.20 -2.52 -1.20
H 0.87 -0.86 -1.33
H 0.91 -2.01 1.03
H -0.91 -1.85 0.83
H 0.14 -0.08 2.41
H 1.14 0.54 1.21
H -1.94 0.63 1.45
H -1.50 -0.38 -0.85
H 0.04 2.01 -0.45
H 1.92 0.49 -0.40
H 1.54 1.42 -1.61
O 2.25 1.05 -1.10
*
```

Properties
HOMO energy in Eh: -0.0972
E_LUMO in eV: 3.82



The following is a quantum chemistry calculation of a molecular structure, C26H61N3O2 at a distorted geometry, from the Open Molecules 2025 dataset.

Geometry as ORCA input:
```
! RIJCOSX wB97M-V def2-TZVPD def2/J DEFGRID3
* xyz 0 1
C 12.29 15.07 10.15
C 12.49 16.51 10.52
C 12.32 17.29 9.25
O 13.06 16.43 8.43
C 13.04 15.06 8.87
H 11.21 14.93 10.12
H 12.74 14.33 10.82
H 13.49 16.60 10.92
H 11.81 16.84 11.30
H 12.67 18.32 9.21
H 11.31 17.25 8.84
H 14.04 14.63 9.02
H 12.63 14.37 8.13
C 14.62 14.17 11.66
C 15.31 13.39 10.60
C 15.87 12.20 11.35
O 15.47 12.23 12.69
C 14.41 13.14 12.77
H 13.67 14.49 11.23
H 15.18 15.08 11.90
H 16.18 13.95 10.27
H 14.77 13.01 9.74
H 16.95 12.12 11.25
H 15.50 11.29 10.87
H 14.29 13.63 13.73
H 13.45 12.62 12.64
C 12.97 15.37 6.28
C 13.49 16.77 6.14
N 14.97 16.80 5.70
C 15.23 17.80 4.70
C 14.76 17.22 3.24
C 15.86 16.84 6.89
C 15.76 15.67 7.90
H 13.34 14.70 7.07
H 13.10 14.85 5.33
H 11.89 15.50 6.42
H 12.95 17.21 5.30
H 13.37 17.43 7.00
H 16.32 17.80 4.72
H 14.75 18.73 5.01
H 13.68 17.05 3.17
H 15.26 16.31 2.91
H 14.95 17.95 2.45
H 16.89 16.77 6.53
H 15.77 17.77 7.45
H 16.00 14.69 7.48
H 16.47 15.72 8.73
H 14.75 15.58 8.30
C 10.23 22.60 6.86
C 11.46 21.98 6.22
N 11.56 20.45 6.51
C 12.21 20.03 7.77
C 13.14 18.85 7.53
C 10.49 19.58 6.04
C 10.29 19.89 4.47
H 10.55 23.64 6.97
H 9.90 22.01 7.71
H 9.44 22.56 6.11
H 11.49 22.14 5.14
H 12.41 22.34 6.61
H 12.91 20.76 8.16
H 11.39 19.97 8.49
H 13.94 19.01 6.81
H 13.79 18.69 8.39
H 12.50 18.00 7.27
H 9.48 19.72 6.43
H 10.55 18.50 6.19
H 11.19 19.95 3.85
H 9.75 20.81 4.27
H 9.66 19.17 3.96
C 7.27 14.77 5.93
C 8.62 14.14 5.97
N 9.60 15.05 6.59
C 10.69 14.33 7.23
C 10.27 13.83 8.61
C 10.19 15.95 5.59
C 10.51 17.24 6.35
H 6.57 14.21 5.31
H 7.38 15.75 5.46
H 6.91 14.89 6.95
H 8.41 13.18 6.45
H 9.03 14.01 4.97
H 11.10 13.61 6.53
H 11.58 14.88 7.52
H 9.98 14.57 9.36
H 9.32 13.30 8.56
H 11.06 13.20 9.01
H 9.54 16.22 4.76
H 10.98 15.43 5.05
H 11.17 17.15 7.21
H 9.57 17.63 6.72
H 11.01 17.83 5.57
*
```

Properties
HOMO energy in Eh: -0.2686
E_LUMO in eV: 0.62



The following is a quantum chemistry calculation of C3H9N3O2 in the gas phase at a distorted geometry, from the Open Molecules 2025 dataset.

Geometry as ORCA input:
```
! RIJCOSX wB97M-V def2-TZVPD def2/J DEFGRID3
* xyz 0 1
O -1.09 0.72 -2.24
C -0.27 0.07 -1.34
N -1.12 -0.62 -0.38
C -0.31 -1.50 0.44
N 0.95 -0.85 0.85
C 0.92 0.58 0.73
O -0.04 1.11 1.64
N 0.59 1.02 -0.61
H -1.76 1.14 -1.63
H 0.30 -0.68 -1.90
H -1.58 0.07 0.21
H -0.92 -1.82 1.30
H -0.05 -2.38 -0.16
H 1.20 -1.12 1.79
H 1.91 0.96 0.99
H -0.15 2.05 1.45
H 1.40 1.26 -1.15
*
```

Properties
HOMO energy in Eh: -0.3420
SMILES: O[C@@H]1NCN[C@H](O)N1
E_LUMO in eV: 0.77



The following is a quantum chemistry calculation of 2 unconnected molecules or ions with the total composition CBr2F4Si at a distorted geometry, from the Open Molecules 2025 dataset.

Geometry as ORCA input:
```
! RIJCOSX wB97M-V def2-TZVPD def2/J DEFGRID3
* xyz 0 1
C -1.70 0.19 0.80
F -2.18 0.29 -0.43
F -2.08 1.16 1.63
F -2.11 -1.00 1.30
F 1.36 -0.76 -2.18
Si 1.58 -0.09 -0.69
Br 2.59 -1.65 0.58
Br 2.54 1.84 -1.00
*
```

Properties
HOMO energy (alpha / beta) in Eh: -0.3867 / -0.3265
E_LUMO (alpha / beta) in eV: -2.01 / -1.16



The following is a quantum chemistry calculation of a molecular structure, C4H6O2 at a distorted geometry, from the Open Molecules 2025 dataset.

Geometry as ORCA input:
```
! RIJCOSX wB97M-V def2-TZVPD def2/J DEFGRID3
* xyz 0 1
O -1.89 -1.58 2.45
C -1.91 -0.91 1.53
C 1.05 -0.41 0.52
C 1.13 -0.10 -0.78
C 0.68 1.28 -0.38
O 0.64 0.82 1.01
H -2.02 -0.47 -1.17
H 1.20 -1.25 1.19
H -1.34 -0.48 -1.49
H 1.37 -0.60 -1.70
H -0.32 1.60 -0.70
H 1.40 2.10 -0.49
*
```

Properties
HOMO energy in Eh: -0.3319
E_LUMO in eV: 1.16



Per-record E, eV: -228527.0700 -11505.4991 -36497.5978 -11821.8705 -159870.4661 -8336.7227